Record 1
Below is C55H51N6O3P2S4Y as an isolated structure in a non-equilibrium geometry, with properties calculated with wB97M-V/def2-TZVPD.

XYZ file:
```
122
Properties=species:S:1:pos:R:3:mulliken_charge:R:1
Y -14.26 16.16 9.35 0.71
N -11.43 16.19 11.65 0.27
C -12.36 15.20 11.91 0.41
C -11.83 14.07 12.57 -0.83
C -12.67 12.95 12.66 -0.62
C -14.06 13.13 12.41 -0.77
C -14.49 14.36 12.03 -0.56
N -13.64 15.32 11.54 0.48
C -11.45 17.26 10.78 0.13
C -10.27 18.06 10.91 -1.05
C -10.18 19.21 10.14 -1.08
C -11.22 19.49 9.18 -0.48
C -12.26 18.60 9.07 0.23
N -12.40 17.50 9.87 1.56
H -10.53 16.03 12.10 0.21
H -10.84 14.08 13.03 0.50
H -12.22 11.97 12.93 0.40
H -14.76 12.33 12.60 0.50
H -15.55 14.65 11.93 0.26
H -9.51 17.66 11.56 0.53
H -9.33 19.93 10.24 0.35
H -11.20 20.37 8.52 0.62
H -13.04 18.79 8.33 -0.71
C -16.12 20.68 8.29 -2.45
N -15.20 20.70 7.06 0.83
C -15.47 19.60 6.09 -2.14
P -14.74 17.88 6.37 2.75
C -13.17 17.93 5.45 1.06
C -12.84 17.06 4.38 -0.65
C -11.59 17.20 3.80 -0.73
C -10.56 17.98 4.31 -0.84
C -10.88 18.85 5.36 -1.23
C -12.17 18.88 5.88 -0.61
C -15.77 17.05 5.13 0.29
C -15.81 17.55 3.82 -0.70
C -16.51 16.89 2.81 -0.74
C -17.34 15.84 3.16 -0.66
C -17.40 15.40 4.48 -0.43
C -16.66 16.00 5.48 -0.64
C -14.62 21.89 6.56 1.42
C -13.67 21.78 5.50 -0.27
C -12.89 22.89 5.15 -0.79
C -13.14 24.14 5.74 -0.69
C -14.19 24.25 6.65 -0.50
C -14.99 23.18 7.02 -0.78
P -15.76 19.35 9.58 1.64
C -14.71 20.24 10.76 0.70
C -14.57 19.74 12.06 -0.93
C -14.10 20.63 13.06 -0.55
C -13.68 21.92 12.73 -0.82
C -13.70 22.30 11.40 -0.98
C -14.07 21.40 10.38 -0.41
C -17.39 19.49 10.37 1.12
C -17.69 19.74 11.74 -0.94
C -18.99 19.92 12.12 -0.41
C -20.05 19.96 11.21 -0.69
C -19.83 19.52 9.89 -0.91
C -18.49 19.30 9.50 -0.29
H -17.15 20.53 7.94 0.72
H -16.11 21.65 8.75 0.55
H -15.18 20.02 5.08 0.63
H -16.55 19.47 6.01 0.48
H -13.49 16.25 4.02 0.46
H -11.36 16.59 2.90 0.35
H -9.55 17.91 3.92 0.46
H -10.10 19.44 5.84 0.44
H -12.48 19.67 6.58 0.50
H -15.19 18.40 3.61 0.36
H -16.43 17.28 1.77 0.39
H -17.90 15.35 2.37 0.37
H -18.10 14.59 4.72 0.43
H -16.79 15.75 6.53 0.35
H -13.37 20.84 5.07 0.05
H -12.13 22.80 4.36 0.38
H -12.57 25.05 5.52 0.35
H -14.39 25.24 7.06 0.38
H -15.83 23.32 7.66 0.55
H -14.89 18.72 12.31 -0.01
H -14.05 20.28 14.11 0.43
H -13.44 22.64 13.47 0.44
H -13.41 23.32 11.13 0.42
H -13.86 21.69 9.38 0.54
H -16.91 19.77 12.50 0.58
H -19.21 20.12 13.21 0.39
H -21.07 20.22 11.57 0.32
H -20.68 19.50 9.19 0.38
H -18.29 18.90 8.49 0.21
C -8.35 10.79 9.69 -1.56
C -9.55 11.49 9.22 1.07
C -10.81 11.09 9.67 -0.90
C -11.96 11.80 9.29 -0.10
C -11.83 12.90 8.39 0.07
C -10.57 13.29 7.92 -0.73
C -9.45 12.57 8.33 -0.80
S -13.10 13.86 7.78 0.69
O -12.62 15.26 8.10 -0.09
O -13.37 13.58 6.39 -0.60
N -14.44 13.82 8.77 0.91
C -15.52 13.03 8.42 0.28
C -15.34 11.85 7.71 -0.74
C -16.46 11.13 7.28 -0.71
C -17.75 11.60 7.62 -0.73
C -17.87 12.67 8.43 -0.34
N -16.76 13.41 8.79 0.60
H -8.22 9.80 9.24 0.31
H -8.37 10.64 10.74 0.39
H -7.45 11.38 9.48 0.39
H -10.93 10.23 10.33 0.46
H -12.93 11.44 9.59 0.39
H -10.42 14.19 7.27 0.32
H -8.48 12.82 7.91 0.36
H -14.31 11.61 7.42 0.42
H -16.39 10.23 6.66 0.43
H -18.65 11.08 7.33 0.47
H -18.83 12.99 8.84 0.46
S -18.36 17.84 14.60 -0.43
C -16.81 17.46 14.09 0.02
S -16.85 17.10 12.45 -0.38
S -15.38 17.32 14.91 -0.48
O -16.44 16.08 9.53 -0.26
H -17.26 16.57 9.68 -0.14
H -16.89 14.37 9.18 -0.06
```

Calculated values
HOMO energy (alpha / beta) ... -3.56 / -3.52 eV
Molecular weight ... 1123.2 u
Electronic energy ... -135905.8815 eV
Energy above the lowest of the compared OMol25 structures with the same formula, charge and spin ... 14.21 kcal per mole
Spin multiplicity ... 1

Record 2
Below is C55H53As2NO2PSe2Ta as an isolated structure in a non-equilibrium geometry, with properties calculated with wB97M-V/def2-TZVPD.

XYZ file:
```
117
Properties=species:S:1:pos:R:3:mulliken_charge:R:1
Ta -0.02 -0.23 -0.23 -1.19
O 0.17 -1.70 0.84 0.28
C 0.66 -2.17 2.10 2.19
C 2.19 -2.08 2.06 -1.41
C 2.79 -0.70 2.00 -0.57
C 3.95 -0.44 2.71 -0.57
C 4.49 0.83 2.68 -1.14
C 3.86 1.81 1.93 -0.99
C 2.72 1.48 1.20 -0.26
C 2.04 2.51 0.35 -0.27
C 0.56 2.69 0.74 2.08
O -0.03 1.44 0.40 0.71
C 0.36 3.05 2.21 0.23
C -0.70 2.55 2.94 0.41
C -0.97 3.04 4.21 -0.83
C -0.16 4.01 4.78 -0.80
C 0.92 4.50 4.06 -0.88
C 1.17 4.04 2.78 -0.31
C -0.14 3.80 -0.04 -0.10
C 0.52 4.94 -0.49 -0.21
C -0.19 5.95 -1.12 -0.79
C -1.56 5.85 -1.31 -0.93
C -2.23 4.72 -0.85 -0.89
C -1.52 3.72 -0.21 -0.07
N 2.20 0.23 1.24 1.23
C 0.00 -1.43 3.27 0.90
C -1.37 -1.61 3.44 0.47
C -2.01 -1.18 4.59 -1.00
C -1.29 -0.57 5.60 -1.04
C 0.07 -0.37 5.44 -0.98
C 0.71 -0.79 4.28 -0.55
C 0.31 -3.66 2.30 -0.55
C 0.26 -4.21 3.58 -0.25
C -0.05 -5.55 3.75 -1.04
C -0.30 -6.36 2.65 -0.78
C -0.21 -5.83 1.38 -0.73
C 0.09 -4.48 1.21 0.36
H 2.58 -2.61 2.92 0.56
H 2.51 -2.64 1.17 0.53
H 4.42 -1.22 3.30 0.59
H 5.39 1.07 3.23 0.47
H 4.25 2.82 1.89 0.56
H 2.58 3.45 0.43 1.36
H 2.08 2.20 -0.69 -1.27
H -1.35 1.80 2.51 -0.01
H -1.83 2.67 4.75 0.49
H -0.37 4.38 5.77 0.44
H 1.55 5.27 4.49 0.49
H 1.98 4.48 2.21 0.35
H 1.59 5.05 -0.38 0.42
H 0.34 6.84 -1.45 0.57
H -2.10 6.65 -1.79 0.44
H -3.30 4.63 -0.97 0.49
H -2.05 2.86 0.18 0.61
H -1.93 -2.18 2.70 0.68
H -3.07 -1.37 4.72 0.49
H -1.78 -0.27 6.52 0.43
H 0.65 0.09 6.23 0.50
H 1.78 -0.65 4.21 0.33
H 0.45 -3.59 4.45 0.47
H -0.10 -5.96 4.75 0.47
H -0.55 -7.40 2.80 0.43
H -0.37 -6.45 0.51 0.48
H 0.16 -4.07 0.22 -0.30
Se 2.07 -0.61 -1.74 -0.37
P 1.07 0.74 -3.20 0.05
Se -0.91 1.15 -2.43 -0.33
C 1.02 -0.02 -4.85 1.34
C -0.12 0.14 -5.64 -0.71
C -0.11 -0.33 -6.95 -0.57
C 1.03 -0.95 -7.46 -0.60
C 2.15 -1.12 -6.66 -0.79
C 2.15 -0.66 -5.35 -0.29
C 2.06 2.25 -3.38 0.96
C 1.46 3.50 -3.33 -0.26
C 2.24 4.63 -3.52 -0.69
C 3.59 4.51 -3.77 -0.65
C 4.19 3.26 -3.82 -0.79
C 3.43 2.12 -3.63 -0.23
H -0.99 0.64 -5.24 0.37
H -0.99 -0.21 -7.57 0.46
H 1.04 -1.30 -8.48 0.42
H 3.03 -1.61 -7.05 0.44
H 3.01 -0.82 -4.71 0.35
H 0.39 3.59 -3.14 0.41
H 1.77 5.61 -3.47 0.51
H 4.20 5.40 -3.91 0.44
H 5.25 3.16 -4.02 0.45
H 3.89 1.14 -3.65 0.32
C -1.79 -2.37 -3.55 -1.22
As -0.90 -2.37 -1.80 2.24
C 0.41 -3.77 -2.24 -1.46
C -2.33 -3.24 -0.78 0.33
C -2.67 -4.58 -0.97 -1.26
C -3.72 -5.15 -0.28 -0.92
C -4.45 -4.38 0.62 -1.00
C -4.12 -3.05 0.82 -0.80
C -3.06 -2.47 0.12 0.15
As -2.64 -0.56 0.25 0.95
C -3.79 0.05 -1.22 -0.93
C -3.75 0.22 1.67 -1.31
H -2.17 -3.38 -3.75 0.53
H -1.06 -2.11 -4.31 0.42
H -2.61 -1.66 -3.59 0.26
H -0.01 -4.77 -2.17 0.37
H 1.28 -3.69 -1.59 0.33
H 0.73 -3.59 -3.27 0.45
H -2.10 -5.18 -1.68 0.42
H -3.98 -6.19 -0.44 0.48
H -5.28 -4.81 1.16 0.47
H -4.70 -2.46 1.52 0.27
H -4.82 -0.21 -0.98 0.49
H -3.52 -0.41 -2.16 0.01
H -3.71 1.13 -1.33 0.40
H -4.59 -0.43 1.89 0.62
H -4.13 1.16 1.28 0.56
H -3.18 0.41 2.57 0.08
```

Calculated values
Net charge ... +2
HOMO energy ... -12.99 eV
Molecular weight ... 1279.7 u
Electronic energy ... -326683.2820 eV
Energy above the lowest of the compared OMol25 structures with the same formula, charge and spin ... 0.00 kcal per mole
Spin multiplicity ... 1

Which of these has the highest electronic energy?
C55H51N6O3P2S4Y